Record 1
Molecular formula: C13H17BCoF4N2
Method: DFT, ωB97M-V with the def2-TZVPD basis set

Element x y z (Å)
C (-3.832, -0.256, 0.723)
C (-3.950, 1.003, -0.151)
H (-3.775, -1.154, 0.104)
H (-4.724, -0.336, 1.358)
H (-2.978, -0.231, 1.393)
H (-3.202, 1.059, -0.949)
H (-4.946, 1.018, -0.623)
H (-3.874, 1.917, 0.449)
C (0.453, -2.566, 0.608)
C (1.276, -3.664, 0.400)
C (2.375, -3.562, -0.453)
C (2.632, -2.337, -1.056)
H (-0.379, -2.596, 1.302)
H (1.021, -4.599, 0.894)
H (3.009, -4.420, -0.650)
H (3.475, -2.188, -1.731)
N (0.647, -1.382, -0.029)
C (1.772, -1.254, -0.813)
C (1.971, 0.089, -1.315)
N (1.008, 0.986, -0.907)
C (1.206, 2.294, -1.203)
C (3.192, 1.808, -2.505)
C (2.260, 2.728, -2.006)
H (0.469, 2.983, -0.809)
H (2.308, 3.782, -2.257)
C (3.041, 0.469, -2.140)
H (3.718, -0.311, -2.497)
H (3.991, 2.123, -3.172)
Co (-0.449, 0.228, 0.155)
C (-1.230, 2.005, 0.536)
H (-1.605, 2.452, -0.404)
H (-0.467, 2.669, 0.972)
H (-2.068, 1.931, 1.256)
F (-1.083, -0.616, 1.839)
B (-0.419, -0.101, 3.231)
F (0.661, 0.649, 2.789)
F (-1.422, 0.645, 3.799)
F (-0.084, -1.265, 3.862)

The calculation puts the HOMO-LUMO gap (spin up / spin down) at 5.86 / 7.27 eV. The calculation puts the highest occupied orbital energy (spin up / spin down) at -0.266 / -0.318 Eh. Its expectation value of S² is 3.76. As for the multiplicity: 4.


Record 2
Molecular formula: C13H17BCoN8O
Method: DFT, ωB97M-V with the def2-TZVPD basis set

Element x y z (Å)
Co (0.736, -0.246, 0.007)
C (-2.075, 1.545, -2.538)
C (-0.807, 1.019, -2.318)
N (-0.700, 0.559, -1.069)
N (-1.879, 0.818, -0.464)
C (-2.721, 1.398, -1.327)
B (-2.021, 0.635, 1.059)
N (-0.901, 1.480, 1.704)
C (-0.958, 2.467, 2.609)
C (0.327, 2.907, 2.861)
C (1.129, 2.110, 2.045)
N (0.381, 1.254, 1.355)
N (-1.731, -0.832, 1.381)
C (-2.443, -1.756, 2.036)
C (-1.696, -2.918, 2.100)
C (-0.511, -2.607, 1.442)
N (-0.547, -1.347, 1.011)
H (-2.458, 1.988, -3.439)
H (0.022, 0.991, -3.001)
H (-3.708, 1.689, -1.010)
H (-3.100, 0.977, 1.437)
H (-1.905, 2.790, 3.006)
H (0.635, 3.690, 3.530)
H (2.200, 2.120, 1.920)
H (-3.425, -1.523, 2.411)
H (-1.970, -3.852, 2.555)
H (0.348, -3.232, 1.255)
N (3.015, 0.506, -3.232)
C (2.252, -0.034, -2.289)
O (2.130, 0.518, -1.176)
C (1.491, -1.300, -2.550)
C (0.978, -1.830, -1.231)
H (3.498, 1.371, -3.048)
H (3.166, 0.039, -4.110)
H (2.117, -2.018, -3.091)
H (0.663, -1.063, -3.218)
H (1.711, -2.428, -0.704)
H (-0.014, -2.254, -1.278)
N (2.959, -1.244, 1.814)
C (2.117, -0.876, 1.121)
H (3.694, -1.511, 2.438)

Its energy above the lowest of the compared OMol25 structures with the same formula, charge and spin is 5.1 kcal/mol. The calculation puts the HOMO-LUMO gap (spin up / spin down) at 9.56 / 9.56 eV. The calculation puts the highest occupied orbital energy (spin up / spin down) at -0.439 / -0.439 Eh. The charge is +1. As for the multiplicity: 1.


Question: multiplicity of number 1 (C13H17BCoF4N2)?
Answer: 4


Question: Look up the multiplicity of the first one.
Answer: 4


Copy entry 2 word for word.
Molecular formula: C13H17BCoN8O
Method: DFT, ωB97M-V with the def2-TZVPD basis set

Element x y z (Å)
Co (0.736, -0.246, 0.007)
C (-2.075, 1.545, -2.538)
C (-0.807, 1.019, -2.318)
N (-0.700, 0.559, -1.069)
N (-1.879, 0.818, -0.464)
C (-2.721, 1.398, -1.327)
B (-2.021, 0.635, 1.059)
N (-0.901, 1.480, 1.704)
C (-0.958, 2.467, 2.609)
C (0.327, 2.907, 2.861)
C (1.129, 2.110, 2.045)
N (0.381, 1.254, 1.355)
N (-1.731, -0.832, 1.381)
C (-2.443, -1.756, 2.036)
C (-1.696, -2.918, 2.100)
C (-0.511, -2.607, 1.442)
N (-0.547, -1.347, 1.011)
H (-2.458, 1.988, -3.439)
H (0.022, 0.991, -3.001)
H (-3.708, 1.689, -1.010)
H (-3.100, 0.977, 1.437)
H (-1.905, 2.790, 3.006)
H (0.635, 3.690, 3.530)
H (2.200, 2.120, 1.920)
H (-3.425, -1.523, 2.411)
H (-1.970, -3.852, 2.555)
H (0.348, -3.232, 1.255)
N (3.015, 0.506, -3.232)
C (2.252, -0.034, -2.289)
O (2.130, 0.518, -1.176)
C (1.491, -1.300, -2.550)
C (0.978, -1.830, -1.231)
H (3.498, 1.371, -3.048)
H (3.166, 0.039, -4.110)
H (2.117, -2.018, -3.091)
H (0.663, -1.063, -3.218)
H (1.711, -2.428, -0.704)
H (-0.014, -2.254, -1.278)
N (2.959, -1.244, 1.814)
C (2.117, -0.876, 1.121)
H (3.694, -1.511, 2.438)

Its energy above the lowest of the compared OMol25 structures with the same formula, charge and spin is 5.1 kcal/mol. The calculation puts the HOMO-LUMO gap (spin up / spin down) at 9.56 / 9.56 eV. The calculation puts the highest occupied orbital energy (spin up / spin down) at -0.439 / -0.439 Eh. The charge is +1. As for the multiplicity: 1.